Entry from the OMol25 dataset: C2H2F2 as an isolated structure in a non-equilibrium geometry (ωB97M-V/def2-TZVPD).

Each line ends with the Löwdin charge.
CARTESIAN COORDINATES (ANGSTROEM)
C: 0.85702 0.60684 0.00099  -0.041
H: 1.16349 1.50919 0.64143  0.081
H: -0.51364 -1.29796 -0.66513  0.065
F: 1.75691 -0.34619 -0.13792  -0.058
F: -1.92366 0.22258 -0.15146  -0.001
C: -0.78622 -0.40929 -0.06455  -0.046

Computed properties:
E_LUMO (alpha / beta)	0.284 / 0.207	eV
HOMO-LUMO gap (alpha / beta)	9.210 / 8.963	eV
M	64.03	g mol⁻¹
highest occupied orbital energy (alpha / beta)	-0.3280 / -0.3218	Eh
total charge	0
energy relative to the best compared isomer or geometry (same formula, charge and spin)	4.7355	eV

Entry from the OMol25 dataset: a 2-piece molecular cluster, C5H16N2OS overall in a non-equilibrium geometry (ωB97M-V/def2-TZVPD).

Each line ends with the Löwdin charge.
CARTESIAN COORDINATES (ANGSTROEM)
H: 3.77524 -0.38346 0.68212  -0.158
H: 0.73554 0.28620 0.99128  0.141
H: 0.22583 3.15059 1.18375  0.067
C: 0.26094 0.17877 0.02255  -0.334
H: -1.59037 -0.79011 1.88514  0.070
C: -0.42926 1.53171 -0.25385  -0.219
S: 3.60451 -1.58003 0.08346  0.665
N: -0.69385 -0.95625 -0.21185  -0.084
H: 2.13720 0.74639 -0.79034  0.101
H: -1.42835 1.60064 0.14206  0.084
C: 2.09460 -1.40031 -0.88305  -0.594
C: 1.37930 -0.02505 -1.01210  -0.217
H: -4.03003 -0.32934 0.60331  0.030
C: -1.29091 -1.43304 1.07593  -0.131
O: -3.84421 0.60531 0.49163  -0.050
H: 2.47653 -1.68420 -1.88491  0.054
H: -0.54587 -2.19406 1.45147  0.091
H: 0.98414 3.07310 -0.24593  0.062
N: 0.39287 2.56022 0.38871  0.000
H: -2.05810 -2.13767 0.76910  0.069
H: 1.42022 -2.20841 -0.59681  0.052
H: -1.37637 -0.82852 -0.94800  0.105
H: -2.88595 0.58315 0.45573  -0.030
H: -0.55694 1.73481 -1.30594  0.116
H: 1.24330 -0.10044 -2.09345  0.112

Computed properties:
E_LUMO	0.820	eV
HOMO-LUMO gap	9.404	eV
M	152.26	g mol⁻¹
SMILES string	CN[C@H](CN)CCS.O
highest occupied orbital energy	-0.3154	Eh
total charge	0
energy relative to the best compared isomer or geometry (same formula, charge and spin)	1.5066	eV

Entry from the OMol25 dataset: a 13-piece molecular cluster, C78H68O26 overall in a non-equilibrium geometry (ωB97M-V/def2-TZVPD).

Each line ends with the Löwdin charge.
CARTESIAN COORDINATES (ANGSTROEM)
O: 0.81388 0.33251 -2.27547  0.030
C: -4.17887 -2.35997 -1.96843  0.004
C: -0.23444 -0.29287 6.75887  -0.007
H: 1.00655 3.54657 -4.75809  0.103
H: -0.12073 -5.68505 -3.60746  0.076
C: 0.60550 1.40371 1.25571  -0.023
C: 4.36432 1.21078 -3.81135  -0.016
C: 0.30244 0.20144 1.88906  -0.329
O: -2.17073 -0.43569 8.13498  0.040
H: -0.09552 6.35806 -4.19464  0.119
C: -4.29956 2.19716 5.71262  -0.335
H: 1.85281 4.23876 3.25487  0.137
H: 4.10268 -3.30875 -4.07655  0.131
H: -1.69521 1.70202 0.75521  0.059
C: -0.77281 2.99290 -5.16133  -0.303
H: 0.02380 -1.80152 1.61874  0.084
H: -3.30954 -3.66069 1.67564  0.117
H: -2.58549 3.61844 1.95856  0.129
H: 5.24061 0.02565 -0.29330  0.074
C: -2.16489 6.47565 -4.67102  0.012
H: -5.39313 -2.14626 1.22219  0.115
O: 0.32112 0.17879 3.25438  0.002
C: -1.23746 4.97082 -2.95491  -0.373
C: 1.78115 -2.34889 -7.99770  0.023
C: 2.73345 3.53156 3.18635  -0.020
H: 5.19800 -1.16066 1.39933  0.116
C: 1.74176 -2.14776 -6.69260  0.039
C: 5.12593 0.40258 -1.27531  0.009
H: 4.31688 1.06804 4.86512  0.132
H: -3.33558 -5.58851 5.68505  0.112
C: 0.35296 -2.97385 7.07503  -0.034
H: 1.65403 -3.11402 3.05796  0.116
O: -5.82529 -1.01757 -1.02411  0.077
C: 4.15970 1.78070 4.04829  -0.063
O: 3.40003 -4.47499 -0.95545  0.049
H: 1.19456 2.62584 4.98636  0.086
C: -4.69855 1.83974 -0.96148  0.011
C: -2.58159 1.56807 4.19869  -0.037
C: -0.80389 -2.45556 7.62778  -0.015
C: 4.35597 -1.86358 1.36635  0.013
H: 3.17138 -1.99488 -2.55735  0.085
H: 3.69440 -5.43829 -5.48642  0.121
H: -2.75562 -0.62171 5.26000  0.118
C: -3.67746 -3.27307 0.70703  0.027
H: 4.92599 -2.64469 -0.57222  0.104
H: 1.44087 -2.89454 -6.01565  0.085
C: -2.59732 4.35433 -2.71282  0.041
H: -1.37944 3.72183 6.46027  0.124
H: 2.85650 -5.25216 -0.88624  0.105
C: -3.61635 4.78929 -3.49714  0.037
C: -1.99859 -2.57355 4.71622  -0.369
O: -5.10691 -4.10791 6.82857  0.122
C: -1.83670 3.05439 -6.04885  -0.030
C: 1.73250 -5.74235 -4.75491  -0.360
C: 5.07175 1.94697 3.03674  -0.027
C: -2.61237 2.07304 0.46496  0.020
H: 0.58822 -4.05174 7.07362  0.135
C: 1.22592 -2.20166 6.34232  -0.344
C: 2.95435 -5.02698 -4.80262  0.003
O: 1.23294 -0.56539 -4.97659  0.125
H: -2.81350 -1.10862 8.27454  0.065
C: -0.77107 2.15272 -4.11697  -0.039
H: 4.06978 1.60465 -4.80192  0.120
H: -0.52556 0.70595 6.56254  0.093
O: 2.09856 2.21475 5.20809  -0.010
C: -4.71393 -2.49510 0.47987  0.020
H: -3.78525 2.44569 -6.51809  0.123
H: 1.54117 -0.31755 5.32816  0.114
O: 3.51973 -1.36773 3.50243  0.041
H: 3.71991 4.66763 1.59946  0.108
C: -2.06816 3.05774 5.98706  0.005
C: 0.86474 1.40020 -0.11034  0.014
C: -3.46941 5.74930 -4.61060  -0.389
H: -1.45357 -4.63373 4.20836  0.127
H: -4.45418 4.17860 -3.29910  0.099
H: 3.73484 -0.47885 3.39989  0.032
C: 0.72769 -5.25277 -3.95451  -0.008
O: 2.21743 -2.90147 5.76260  0.045
O: -3.98180 0.62570 -4.45471  0.045
H: 6.43659 2.94902 1.00286  0.107
C: -3.18397 -4.54278 5.53483  0.032
C: -4.08447 -2.15849 6.02709  0.054
C: -3.00138 -1.72172 5.34212  0.006
C: 4.30511 -2.75947 0.29053  0.000
H: 6.80139 -1.44585 -3.22431  0.092
C: -3.15751 -3.20206 -1.78049  0.041
H: -0.11628 -0.61432 3.62199  0.074
H: 2.44966 0.94613 -8.90207  0.108
C: 5.28564 0.23769 -3.69919  -0.049
C: -4.21370 -3.66963 6.17716  -0.391
C: 5.63794 -0.21795 -2.43187  -0.331
O: -3.21533 0.04670 -0.52230  0.098
C: 2.16041 -3.33065 -3.29605  -0.375
H: 1.70336 -4.64785 1.08726  0.113
C: 0.07812 -0.88663 1.10934  0.008
C: -3.46164 1.23916 -0.40671  -0.347
O: -0.39221 2.32206 4.52057  -0.014
O: 2.18298 -1.33929 -10.07532  0.110
C: 3.88133 1.93491 -2.66975  -0.288
H: -2.24945 0.97081 3.34171  0.128
C: 3.30052 -3.68972 0.16759  -0.329
H: -5.18002 1.22499 -1.70249  0.106
O: 0.38460 3.77852 -5.50191  -0.002
O: 5.56894 3.36794 0.97611  0.018
C: -2.65750 -3.54535 -0.40344  -0.346
C: 4.88651 3.01453 2.12442  -0.291
H: -4.77976 -1.56910 6.57366  0.114
H: -1.64700 3.79463 -6.83191  0.139
C: 0.25466 -0.89660 -0.31394  0.022
O: -4.22695 5.98388 -5.51500  0.110
H: 5.75148 -0.25354 -4.58181  0.134
H: -0.27691 1.57363 3.86353  0.068
C: 2.07250 -1.20947 -8.88107  -0.396
C: 3.69164 3.79289 2.20879  -0.020
H: 3.73761 1.88553 -0.57603  0.109
O: -1.03287 -2.11870 4.13052  0.081
H: 1.12097 -0.49822 -2.64629  0.058
H: 0.07513 2.12654 -3.51985  0.089
H: -3.75477 3.39426 7.34702  0.130
C: -1.68486 2.33111 4.91946  -0.355
O: 6.50074 -1.26368 -2.33491  0.041
C: -2.94848 2.33022 -5.84993  -0.007
C: 2.38078 -3.83347 1.15242  0.000
O: -0.29772 4.80807 -2.18920  0.077
H: -2.44292 -3.44403 -2.55485  0.110
C: 2.17953 0.35796 -6.91033  0.039
C: 0.96437 -0.80695 6.17003  0.034
H: -2.01608 7.21064 -5.43491  0.117
H: 2.80355 3.49523 -2.15295  0.102
O: -5.66209 2.20590 5.94364  0.037
C: 4.29934 1.51023 -1.42660  -0.018
C: 0.68253 0.23140 -0.92896  -0.307
O: -4.68633 4.89671 0.85689  0.111
O: -1.52318 -3.96894 -0.21838  0.069
C: -2.91395 1.44176 -4.76198  -0.306
C: 2.97203 2.49262 4.15084  -0.284
C: -3.89704 1.55174 4.57483  -0.032
H: 2.21615 1.33355 -6.50379  0.096
H: 0.86045 2.24929 1.92344  0.111
C: -4.39075 3.74857 0.66108  -0.354
H: 1.75843 -3.30545 -8.50231  0.126
H: 1.19290 2.26165 -0.72474  0.115
H: 2.66599 -2.30869 5.11021  0.086
H: -6.09275 3.39125 -0.70580  0.100
C: 3.14596 -3.85065 -4.07118  -0.041
C: -4.95270 -1.87886 -0.87283  -0.399
H: -2.56181 3.53806 -1.97503  0.111
O: 1.68056 -6.88540 -5.44097  0.057
H: -4.59918 0.64206 -5.15913  0.080
H: -2.03351 0.65460 -3.11982  0.123
C: -1.06866 -1.05547 7.52929  -0.306
H: -1.40694 -3.10950 8.18216  0.101
C: -1.10216 6.00553 -4.04608  0.006
H: -5.89688 2.70174 6.73842  0.104
C: -5.20037 2.94089 -0.38632  0.049
H: 0.11287 -1.79755 -0.85620  0.093
C: 1.73240 -0.78125 -6.04737  -0.349
O: 2.92218 2.89473 -2.88907  0.034
C: -1.87740 1.38445 -3.89368  -0.009
C: -3.10812 3.11647 1.13425  0.041
O: 2.25616 -2.20474 -2.57900  0.061
H: 5.86564 1.26532 2.85749  0.101
H: -4.67475 1.00187 4.04934  0.134
C: 2.39801 -2.99848 2.28114  0.009
H: -4.45738 -2.07147 -2.95457  0.119
H: 0.08383 -3.64145 -2.63717  0.101
C: 2.25938 0.13322 -8.24425  0.040
C: 3.43244 -2.09176 2.35459  -0.318
C: 0.90968 -4.01510 -3.26521  0.027
C: -3.41100 2.98367 6.38167  -0.003
C: -2.18681 -4.06375 4.77200  0.037
H: 0.76624 -7.23192 -5.40457  0.127

Computed properties:
E_LUMO	-1.776	eV
HOMO-LUMO gap	6.255	eV
M	1421.38	g mol⁻¹
highest occupied orbital energy	-0.2951	Eh
total charge	0
energy relative to the best compared isomer or geometry (same formula, charge and spin)	0.0000	eV